[1]
The following is a DFT calculation (ωB97M-V with the def2-TZVPD basis set) of a single C8H16INO2 molecule.

Summary:
E_tot   -817.29824 hartree
E_LUMO   0.48 eV
HOMO-LUMO gap   9.79 eV
ΔE to the lowest compared entry with this formula, charge and spin   0.0 kJ/mol
SMILES string   CC[C@@](N)(C(=O)O)[C@](C)(I)CC

Positions of all 28 atoms, in Å:
C  2.33338  0.84224  0.76822
C  1.32659  1.12100  -0.28002
C  0.54544  -0.06606  -0.83521
N  0.19959  0.34196  -2.15273
C  1.60005  -1.27341  -0.99871
O  1.93369  -1.92957  -0.04240
O  1.94894  -1.57213  -2.25082
C  -0.75155  -0.54970  0.19119
C  -0.13256  -0.88027  1.57765
I  -1.58812  -2.35892  -0.66432
C  -1.81152  0.55239  0.14564
C  -3.02696  0.41421  1.15047
H  1.85824  0.74472  1.72089
H  2.79927  1.74497  0.81406
H  2.92006  -0.14525  0.73225
H  0.59879  1.79917  0.15982
H  1.87789  1.44010  -1.15559
H  -0.26620  -0.37750  -2.77746
H  -0.41937  1.07996  -2.30777
H  1.53512  -1.09192  -2.98511
H  0.87988  -1.16193  1.27773
H  -0.67708  -1.67463  1.96036
H  -0.16604  -0.02170  2.18705
H  -2.19516  0.64784  -0.91523
H  -1.36184  1.48795  0.54440
H  -2.80702  0.51796  2.19804
H  -3.74717  1.07622  0.85351
H  -3.40635  -0.70770  1.08408

Löwdin population analysis, charges in e, atoms 1 to 6:
1. C -0.0942
2. C -0.1904
3. C -0.4283
4. N 0.0371
5. C -0.4930
6. O 0.0604

=====

[2]
The following is a DFT calculation (ωB97M-V with the def2-TZVPD basis set) of a single C15H21N3O3S molecule.

Summary:
E_tot   -1372.32655 hartree
E_LUMO   0.58 eV
HOMO-LUMO gap   9.05 eV
ΔE to the lowest compared entry with this formula, charge and spin   240.1 kJ/mol
SMILES string   O=C(CN1CCN(S(=O)(=O)c2ccccc2)CC1)NC1CC1

Positions of all 43 atoms, in Å:
O  -1.15281  -0.19776  -0.60593
C  -1.72166  0.85342  -0.40225
C  -1.01616  2.21447  -0.31552
N  0.41710  2.17395  -0.12162
C  0.79550  1.49142  1.10817
C  2.29732  1.66346  1.34223
N  3.07102  1.22101  0.21176
S  3.63312  -0.34436  0.20716
O  4.16491  -0.58187  1.51854
O  4.50228  -0.45647  -0.92842
C  2.24322  -1.45575  -0.03828
C  1.55251  -1.92458  1.06148
C  0.45037  -2.74088  0.86932
C  0.05716  -3.07865  -0.41523
C  0.77148  -2.62073  -1.50986
C  1.87363  -1.80370  -1.32198
C  2.64644  1.80381  -1.03505
C  1.14358  1.63473  -1.26540
N  -3.06236  0.93670  -0.22177
C  -3.92552  -0.20183  -0.29149
C  -3.69918  -1.33274  0.66664
C  -4.88513  -0.43483  0.83630
H  -1.21711  2.75690  -1.24558
H  -1.44876  2.78642  0.51215
H  0.24739  1.95092  1.93564
H  0.54523  0.42114  1.07014
H  2.63123  1.08892  2.20596
H  2.51842  2.72382  1.50685
H  1.89396  -1.64998  2.04772
H  -0.10330  -3.10842  1.72062
H  -0.81019  -3.70378  -0.56378
H  0.46576  -2.89236  -2.50870
H  2.45872  -1.43610  -2.15076
H  3.22228  1.32452  -1.82637
H  2.89202  2.87121  -1.00606
H  0.84964  2.20316  -2.15183
H  0.90759  0.57540  -1.43014
H  -3.49155  1.83992  -0.08996
H  -4.24677  -0.44864  -1.29916
H  -3.85110  -2.33778  0.30769
H  -2.88009  -1.23549  1.36067
H  -5.86627  -0.81651  0.60043
H  -4.87392  0.26795  1.65564

Löwdin population analysis, charges in e, atoms 1 to 6:
1. O 0.0782
2. C -0.4470
3. C -0.1075
4. N -0.1507
5. C -0.1589
6. C -0.1669